Run one
The following is a DFT calculation (ωB97M-V with the def2-TZVPD basis set) of C5H5NO as an isolated structure.

Last column: natural (NBO) charge in e.
CARTESIAN COORDINATES (ANGSTROEM)
O1 -1.466 -2.507 -1.174  -0.28
C1 -0.602 -0.729 0.662  -0.13
C2 -0.260 0.739 0.735  -0.25
C3 1.184 0.935 0.440  -0.37
C4 0.218 0.647 -0.709  -0.26
C5 -0.319 -0.764 -0.647  0.04
N1 -0.541 -1.820 -1.569  0.12
H1 -0.760 -1.504 1.401  0.22
H2 -0.949 1.492 1.095  0.24
H3 1.896 0.179 0.763  0.22
H4 1.532 1.964 0.508  0.22
H5 0.067 1.368 -1.505  0.23

orbital gap (spin up / spin down) = 8.3 / 8.3 eV
spin multiplicity = 1
HOMO energy (spin up / spin down) = -9.0 / -9.0 eV

Run two
The following is a DFT calculation (ωB97M-V with the def2-TZVPD basis set) of a 3-piece molecular cluster, C5H5NO overall.

Last column: natural (NBO) charge in e.
CARTESIAN COORDINATES (ANGSTROEM)
O1 -2.033 -0.067 2.395  -0.48
C1 -1.228 0.550 1.890  0.51
C2 -0.232 -1.425 -0.080  -0.21
C3 -0.677 -0.496 -1.173  -0.44
C4 0.716 -0.874 -0.766  -0.17
C5 1.444 1.840 0.348  0.06
N1 2.409 2.191 -0.181  -0.32
H1 0.553 1.499 0.845  0.23
H2 -0.548 -2.094 0.704  0.23
H3 -1.066 0.499 -0.922  0.17
H4 -1.102 -0.899 -2.095  0.19
H5 1.765 -0.722 -0.965  0.24

orbital gap = 10.4 eV
spin multiplicity = 1
HOMO energy = -9.9 eV

Verdict on stability: run two comes out on top.

Run one
The following is a DFT calculation (ωB97M-V with the def2-TZVPD basis set) of a 6-piece molecular cluster, H12O6 overall.

Last column: natural (NBO) charge in e.
CARTESIAN COORDINATES (ANGSTROEM)
O1 3.131 2.226 -0.541  -0.92
H1 3.277 2.331 0.416  0.46
H2 3.210 1.279 -0.612  0.46
O2 -0.381 2.555 0.079  -0.94
H3 -0.535 1.834 -0.498  0.48
H4 -1.281 2.879 0.242  0.45
O3 -2.395 -0.632 0.180  -0.96
H5 -1.821 -0.486 0.956  0.49
H6 -2.617 0.210 -0.160  0.48
O4 2.407 -0.625 -0.155  -0.94
H7 1.810 -0.514 0.551  0.48
H8 3.231 -0.547 0.270  0.47
O5 -0.103 -0.051 -1.259  -1.01
H9 -0.720 -0.821 -1.077  0.51
H10 0.825 -0.177 -1.144  0.50
O6 -2.327 -3.221 1.047  -0.95
H11 -3.149 -3.613 1.337  0.47
H12 -2.558 -2.629 0.365  0.48

orbital gap = 11.3 eV
spin multiplicity = 1
SMILES string = O.O.O.O.O.O
HOMO energy = -11.1 eV

Run two
The following is a DFT calculation (ωB97M-V with the def2-TZVPD basis set) of a 6-piece molecular cluster, H12O6 overall.

Last column: natural (NBO) charge in e.
CARTESIAN COORDINATES (ANGSTROEM)
H1 -1.362 -2.044 -2.328  0.47
H2 -1.130 -1.386 -0.988  0.51
H3 -1.164 -1.021 1.280  0.52
H4 0.141 -1.189 0.389  0.50
H5 -1.229 -0.115 3.250  0.47
H6 -0.625 0.916 2.192  0.50
H7 0.929 1.236 1.194  0.51
H8 0.514 2.689 1.250  0.48
H9 -0.037 -0.198 -2.406  0.52
H10 0.676 1.128 -2.783  0.47
H11 2.536 -0.008 -0.164  0.49
H12 1.231 0.229 -1.030  0.50
O1 -1.277 -1.167 -1.978  -1.00
O2 -0.735 -1.556 0.531  -1.00
O3 -1.389 0.306 2.376  -0.99
O4 0.518 1.899 1.808  -0.97
O5 0.863 0.242 -2.483  -0.97
O6 1.541 0.040 -0.111  -1.03

orbital gap = 11.6 eV
spin multiplicity = 1
SMILES string = O.O.O.O.O.O
HOMO energy = -11.1 eV

Run three
The following is a DFT calculation (ωB97M-V with the def2-TZVPD basis set) of a 6-piece molecular cluster, H12O6 overall.

Last column: natural (NBO) charge in e.
CARTESIAN COORDINATES (ANGSTROEM)
O1 -2.383 0.470 -0.510  -0.96
H1 -1.761 0.365 0.216  0.49
H2 -1.789 0.703 -1.257  0.45
O2 1.047 2.206 0.116  -0.96
H3 1.549 2.139 -0.727  0.48
H4 1.200 3.088 0.358  0.48
O3 0.862 -1.158 -1.243  -0.95
H5 0.679 -1.973 -1.673  0.49
H6 0.363 -0.431 -1.705  0.47
O4 -0.368 -0.249 1.172  -0.95
H7 -0.097 0.644 1.380  0.48
H8 0.172 -0.465 0.405  0.49
O5 3.030 0.004 0.949  -0.94
H9 3.425 0.497 1.697  0.47
H10 2.290 0.525 0.680  0.47
O6 -3.137 -2.134 0.114  -0.94
H11 -2.633 -1.406 -0.173  0.48
H12 -2.449 -2.827 0.202  0.45

orbital gap = 10.3 eV
spin multiplicity = 1
SMILES string = O.O.O.O.O.O
HOMO energy = -10.6 eV

Run four
The following is a DFT calculation (ωB97M-V with the def2-TZVPD basis set) of a 6-piece molecular cluster, H12O6 overall.

Last column: natural (NBO) charge in e.
CARTESIAN COORDINATES (ANGSTROEM)
H1 -2.535 -1.731 -0.975  0.47
H2 -1.012 -1.781 -0.539  0.51
H3 1.131 -1.345 -0.013  0.50
H4 0.397 -0.237 -0.741  0.48
H5 3.413 -1.447 0.102  0.47
H6 2.563 -0.248 0.436  0.50
H7 1.063 1.220 0.154  0.50
H8 2.181 2.191 0.167  0.48
H9 -2.347 -0.353 0.689  0.52
H10 -2.957 0.674 1.746  0.48
H11 -0.646 2.347 -1.061  0.47
H12 -1.398 1.579 -0.045  0.52
O1 -1.969 -1.874 -0.211  -1.00
O2 0.485 -1.150 -0.704  -0.97
O3 2.741 -1.214 0.764  -0.98
O4 2.045 1.268 -0.049  -0.97
O5 -2.528 0.590 0.906  -1.01
O6 -0.626 1.511 -0.625  -0.99

orbital gap = 11.3 eV
spin multiplicity = 1
SMILES string = O.O.O.O.O.O
HOMO energy = -10.9 eV

Verdict on stability: run two comes out on top.

Run one
The following is a DFT calculation (ωB97M-V with the def2-TZVPD basis set) of one molecule with the formula C6H11N.

Last column: natural (NBO) charge in e.
CARTESIAN COORDINATES (ANGSTROEM)
C1 -2.945 0.260 0.887  -0.40
N1 -1.665 0.299 1.565  -0.61
C2 -0.534 0.575 0.801  0.04
C3 0.687 0.201 1.276  -0.35
C4 1.724 -0.259 0.297  -0.20
C5 1.959 0.257 -0.917  -0.22
C6 1.929 -0.557 -2.198  -0.64
H1 -3.573 -0.417 1.469  0.21
H2 -2.848 -0.078 -0.150  0.18
H3 -3.383 1.266 0.805  0.19
H4 -1.432 -0.363 2.277  0.39
H5 -0.589 0.960 -0.201  0.20
H6 0.950 0.118 2.326  0.20
H7 2.014 -1.282 0.559  0.19
H8 1.957 1.309 -1.156  0.19
H9 1.791 -1.633 -1.968  0.21
H10 1.119 -0.281 -2.877  0.21
H11 2.840 -0.375 -2.794  0.21

orbital gap = 8.3 eV
spin multiplicity = 1
SMILES string = C/C=C/C=C/NC
HOMO energy = -7.2 eV

Run two
The following is a DFT calculation (ωB97M-V with the def2-TZVPD basis set) of C6H11N as an isolated structure.

Last column: natural (NBO) charge in e.
CARTESIAN COORDINATES (ANGSTROEM)
C1 -2.728 -0.037 -0.766  -0.60
C2 -1.288 0.432 -0.566  -0.45
C3 -0.194 -0.365 -0.904  -0.28
C4 1.454 -0.450 0.899  -0.36
C5 2.831 0.030 0.479  -0.63
C6 0.576 0.305 1.604  0.35
N1 -0.450 0.851 1.900  -0.51
H1 -3.425 0.308 0.006  0.21
H2 -3.081 0.379 -1.719  0.21
H3 -2.821 -1.126 -0.846  0.21
H4 -1.165 1.492 -0.795  0.22
H5 -1.069 0.656 0.812  0.34
H6 -0.321 -1.443 -0.997  0.20
H7 0.658 0.053 -1.425  0.20
H8 1.411 -1.507 1.160  0.24
H9 3.281 -0.652 -0.251  0.22
H10 2.837 1.039 0.056  0.22
H11 3.496 0.036 1.352  0.22

orbital gap = 9.7 eV
spin multiplicity = 1
HOMO energy = -8.9 eV

Run three
The following is a DFT calculation (ωB97M-V with the def2-TZVPD basis set) of one molecule with the formula C6H11N.

Last column: natural (NBO) charge in e.
CARTESIAN COORDINATES (ANGSTROEM)
C1 1.721 2.450 -0.287  -0.60
C2 0.520 1.594 0.098  -0.40
C3 0.948 0.193 0.458  -0.41
C4 -1.764 -1.519 0.556  -0.64
C5 -1.108 -2.244 -0.615  -0.23
C6 0.647 -0.829 -0.303  0.40
N1 0.235 -1.752 -0.996  -0.43
H1 1.435 3.483 -0.513  0.21
H2 2.211 2.020 -1.167  0.21
H3 2.453 2.462 0.528  0.20
H4 -0.013 2.036 0.951  0.20
H5 -0.202 1.555 -0.728  0.21
H6 1.503 0.017 1.375  0.23
H7 -1.155 -1.593 1.466  0.21
H8 -1.898 -0.450 0.342  0.21
H9 -1.007 -3.312 -0.396  0.20
H10 -2.746 -1.961 0.754  0.22
H11 -1.732 -2.158 -1.512  0.20

orbital gap = 9.6 eV
spin multiplicity = 1
SMILES string = CCC=C=NCC
HOMO energy = -8.6 eV

Run four
The following is a DFT calculation (ωB97M-V with the def2-TZVPD basis set) of one molecule with the formula C6H11N.

Last column: natural (NBO) charge in e.
CARTESIAN COORDINATES (ANGSTROEM)
C1 0.846 -1.896 0.355  -0.65
C2 0.106 -0.668 -0.125  -0.02
C3 -0.867 -0.690 -1.040  -0.04
N1 -1.590 -1.881 -1.331  -0.84
C4 0.412 0.553 0.723  -0.47
C5 0.086 1.907 0.190  -0.17
C6 0.705 3.015 0.554  -0.39
H1 1.761 -2.013 -0.237  0.22
H2 0.322 -2.840 0.225  0.23
H3 1.152 -1.718 1.384  0.20
H4 -1.166 0.232 -1.516  0.17
H5 -2.162 -2.110 -0.530  0.37
H6 -2.138 -1.815 -2.174  0.37
H7 -0.178 0.469 1.644  0.22
H8 1.446 0.439 1.061  0.21
H9 -0.686 2.048 -0.559  0.20
H10 0.377 3.972 0.174  0.20
H11 1.574 2.998 1.203  0.19

orbital gap = 9.1 eV
spin multiplicity = 1
SMILES string = C=CC/C(C)=C/N
HOMO energy = -8.0 eV

Verdict on stability: run three comes out on top.

Run one
The following is a DFT calculation (ωB97M-V with the def2-TZVPD basis set) of one molecule with the formula C6H11N.

Last column: natural (NBO) charge in e.
CARTESIAN COORDINATES (ANGSTROEM)
C1 -1.308 -2.165 0.236  -0.46
C2 -0.210 -2.429 -0.498  0.00
N1 0.488 -1.537 -1.407  -0.66
C3 1.105 -0.424 -0.780  -0.25
C4 -0.248 2.676 1.143  -0.63
C5 0.532 1.727 0.234  -0.19
C6 0.252 0.476 0.153  -0.21
H1 -2.060 -1.469 0.021  0.21
H2 -1.578 -2.949 0.946  0.21
H3 0.306 -3.507 -0.739  0.21
H4 -0.175 -0.981 -2.080  0.35
H5 1.801 -0.670 -0.046  0.19
H6 1.604 0.191 -1.457  0.20
H7 -0.686 3.456 0.437  0.21
H8 -1.053 2.294 1.795  0.21
H9 0.466 3.183 1.736  0.21
H10 1.275 2.223 -0.372  0.19
H11 -0.512 -0.096 0.678  0.21

orbital gap = 10.0 eV
spin multiplicity = 1
SMILES string = C=CNC/C=C/C
HOMO energy = -9.0 eV

Run two
The following is a DFT calculation (ωB97M-V with the def2-TZVPD basis set) of a 2-piece molecular cluster, C6H11N overall.

Last column: natural (NBO) charge in e.
CARTESIAN COORDINATES (ANGSTROEM)
C1 1.271 -1.047 1.303  -0.69
C2 0.402 -0.849 0.080  0.29
C3 0.469 1.636 -0.067  -0.41
C4 -0.393 1.878 -1.075  -0.37
N1 0.771 -1.139 -1.114  -0.63
H1 1.762 -1.364 -1.191  0.33
H2 1.534 1.629 -0.249  0.20
H3 2.321 -0.882 1.061  0.22
H4 0.964 -0.366 2.098  0.22
H5 1.169 -2.070 1.666  0.23
H6 -1.377 2.280 -0.885  0.20
H7 -0.056 1.838 -2.099  0.20
C5 -1.073 -0.972 0.360  -0.27
C6 -1.980 -0.549 -0.495  -0.34
H8 -3.044 -0.533 -0.327  0.20
H9 -1.320 -1.345 1.346  0.20
H10 0.162 1.818 0.952  0.20
H11 -1.583 0.036 -1.365  0.21

orbital gap = 9.9 eV
spin multiplicity = 1
SMILES string = [H]/N=C(\C)C=C.C=C
HOMO energy = -9.3 eV

Run three
The following is a DFT calculation (ωB97M-V with the def2-TZVPD basis set) of one molecule with the formula C6H11N.

Last column: natural (NBO) charge in e.
CARTESIAN COORDINATES (ANGSTROEM)
C1 1.178 0.620 2.307  -0.60
C2 0.119 0.108 1.336  -0.40
C3 0.568 0.020 -0.128  -0.38
C4 -0.613 0.032 -1.134  -0.32
C5 -0.316 -0.729 -2.432  -0.59
C6 -1.849 -0.502 -0.534  0.29
N1 -2.824 -0.908 -0.062  -0.34
H1 0.741 0.737 3.305  0.21
H2 2.028 -0.065 2.396  0.20
H3 1.561 1.598 1.995  0.20
H4 -0.225 -0.883 1.655  0.21
H5 -0.760 0.760 1.402  0.20
H6 1.221 0.866 -0.378  0.21
H7 1.167 -0.886 -0.286  0.20
H8 -0.836 1.078 -1.382  0.24
H9 0.570 -0.316 -2.923  0.22
H10 -0.133 -1.787 -2.216  0.22
H11 -1.161 -0.665 -3.125  0.22

orbital gap = 12.2 eV
spin multiplicity = 1
SMILES string = CCC[C@@H](C)C#N
HOMO energy = -11.3 eV

Run four
The following is a DFT calculation (ωB97M-V with the def2-TZVPD basis set) of one molecule with the formula C6H11N.

Last column: natural (NBO) charge in e.
CARTESIAN COORDINATES (ANGSTROEM)
C1 -1.729 0.056 -0.972  -0.42
C2 0.466 -0.948 -1.147  -0.22
C3 1.293 0.217 -0.485  -0.48
C4 0.672 0.360 0.893  0.01
C5 0.969 1.227 1.873  -0.41
C6 -0.476 -0.630 0.929  -0.27
H1 -1.352 1.092 -0.948  0.16
H2 -2.699 0.049 -0.419  0.20
H3 -2.004 -0.189 -2.019  0.20
H4 0.370 -0.868 -2.218  0.21
H5 1.013 -1.909 -0.952  0.19
H6 2.358 -0.028 -0.459  0.22
H7 1.247 1.153 -1.076  0.22
H8 0.408 1.239 2.801  0.20
H9 1.828 1.915 1.798  0.20
H10 -1.378 -0.245 1.436  0.21
H11 -0.162 -1.580 1.405  0.21
N1 -0.822 -0.910 -0.439  -0.44

orbital gap = 9.6 eV
spin multiplicity = 1
SMILES string = C=C1CCN(C)C1
HOMO energy = -8.5 eV

Verdict on stability: run three comes out on top.